[1]
DFT (wB97M-V/def2-TZVPD) results for one molecule with the formula C14H11Cl2NO2 in a non-equilibrium geometry.

ORCA input file:
```
! RIJCOSX wB97M-V def2-TZVPD def2/J DEFGRID3
* xyz 0 1
Cl -3.525 -0.880 4.338
Cl 5.107 1.844 -2.250
O -1.451 -3.006 0.307
O -1.966 -2.544 -1.755
N -1.204 -2.346 -0.760
C -2.524 0.194 0.638
C -2.633 -0.411 2.945
C -1.224 -0.439 3.024
C -0.348 0.094 -0.645
C -3.278 -0.096 1.735
C 2.418 1.686 -2.630
C -1.075 -0.017 0.600
C 3.270 1.290 -0.367
C 0.915 0.768 -0.886
C -0.012 -1.711 -0.903
C 3.487 1.618 -1.717
C 1.957 1.066 0.077
C -0.469 -0.213 1.863
C 1.158 1.351 -2.194
H 0.359 -1.557 -1.914
H 1.742 1.133 1.172
H 2.626 1.942 -3.659
H 4.139 1.244 0.309
H 0.351 1.467 -2.914
H -3.068 0.540 -0.249
H -1.018 0.012 -1.565
H 0.772 -1.970 -0.199
H -0.752 -0.666 3.995
H 0.623 -0.294 1.887
H -4.374 -0.100 1.718
*
```

- SMILES = O=[N+]([O-])CC(c1ccc(Cl)cc1)c1ccc(Cl)cc1
- relative energy (zero: lowest compared OMol25 entry of this formula, charge and spin) (eV) = 4.5477
- energy (Ha) = -1665.5329



[2]
DFT (wB97M-V/def2-TZVPD) results for one molecule with the formula C14H11ClFN3O3S2 in a non-equilibrium geometry.

ORCA input file:
```
! RIJCOSX wB97M-V def2-TZVPD def2/J DEFGRID3
* xyz 0 1
Cl -5.170 -0.793 2.793
S 3.873 -1.227 -0.319
S -0.053 2.989 0.233
F -0.459 -0.394 1.085
O 1.191 -0.182 -1.303
O 0.473 3.801 -0.822
O -0.839 3.592 1.265
N -1.027 1.851 -0.493
N -0.662 -1.142 -1.964
N 0.224 -2.115 -1.696
C -3.309 1.699 0.316
C 4.095 -3.782 -0.403
C 1.327 2.110 1.003
C -0.082 -0.011 -1.729
C 1.318 -1.532 -1.298
C 2.800 -3.504 -0.873
C -1.720 0.090 1.065
C -2.675 -0.541 1.837
C 4.785 -2.656 -0.069
C -3.963 -0.029 1.838
C -2.009 1.207 0.285
C 2.528 -2.160 -0.889
C -4.283 1.093 1.086
C -0.689 1.344 -1.803
H 0.950 1.543 1.842
H -2.411 -1.408 2.421
H -1.586 1.284 -2.426
H 2.084 -4.239 -1.191
H 0.016 2.066 -2.222
H 5.784 -2.581 0.312
H -5.287 1.485 1.106
H 1.789 1.470 0.264
H -3.537 2.576 -0.268
H 2.023 2.868 1.337
H 4.500 -4.774 -0.317
*
```

- SMILES = CS(=O)(=O)N(Cc1nnc(-c2cccs2)o1)c1ccc(Cl)cc1F
- energy (Ha) = -2286.4913



Sequential HOMO-LUMO gap output: 7.823; 8.872 eV
Sequential lowest unoccupied orbital energy output: -0.038; -0.001 Ha